# 1
This record from the OMol25 dataset describes C36H94KN8O14S as an isolated structure at a distorted geometry. The level of theory is wB97M-V/def2-TZVPD.

```
154
Properties=species:S:1:pos:R:3:forces:R:3:lowdin_charge:R:1
K 2.879 2.076 0.750 -0.265 -0.614 -0.210 0.797
S 0.389 -0.152 0.315 -0.374 -0.725 1.018 0.286
O -1.023 -0.267 -0.078 0.122 0.356 -0.129 -0.387
O 1.191 0.418 -0.785 0.135 0.394 -0.604 -0.449
O 0.532 0.773 1.469 -0.174 0.826 0.126 -0.458
O 0.894 -1.471 0.734 0.171 0.113 -0.727 -0.376
O -2.166 1.688 7.058 -0.249 -0.366 0.262 0.092
C -2.049 0.688 6.400 0.099 1.390 -0.900 -0.489
O -1.005 -0.141 6.571 -0.088 -0.775 0.570 0.019
C -1.006 -1.193 5.582 0.144 0.714 -1.149 -0.127
C -1.827 -0.590 4.446 -0.175 -0.398 -0.615 -0.161
C -2.849 0.268 5.170 0.057 -0.582 0.325 -0.077
H -1.430 -2.140 5.916 0.005 0.164 0.531 0.127
H 0.029 -1.321 5.274 -0.013 -0.263 0.260 0.094
H -2.264 -1.305 3.750 -0.020 -0.146 0.192 0.105
H -1.212 0.049 3.807 0.154 0.053 0.182 0.104
H -3.709 -0.302 5.539 0.030 -0.161 -0.125 0.126
H -3.237 1.053 4.527 0.155 0.411 0.410 0.106
C -1.118 3.713 3.807 -0.549 0.644 -0.592 -0.038
C -1.428 3.674 2.301 -0.191 -0.869 1.042 -0.413
C -0.204 4.159 1.529 -0.231 -0.927 -1.359 -0.217
O 0.209 5.467 1.836 0.457 0.117 0.256 -0.184
C -0.659 6.481 1.381 0.562 -0.234 -0.623 -0.096
N -1.927 2.337 1.949 0.873 -0.162 -0.920 0.054
H -1.988 3.371 4.365 0.082 -0.039 0.118 0.070
H -0.913 4.755 4.061 0.121 -0.097 0.332 0.071
H -0.249 3.105 4.062 0.003 -0.094 -0.082 0.080
H -2.318 4.270 2.073 0.401 0.679 0.159 0.132
H -0.384 4.005 0.449 -0.427 0.700 -0.072 0.111
H 0.649 3.466 1.607 -0.140 0.259 0.999 0.088
H -0.121 7.428 1.426 -0.049 0.003 0.440 0.086
H -1.584 6.516 1.956 -0.105 0.095 -0.135 0.087
H -0.826 6.329 0.307 -0.532 -0.082 0.075 0.072
H -2.035 2.346 0.928 -0.499 -0.015 0.067 0.044
H -1.159 1.659 1.999 0.023 0.102 0.401 0.032
C 3.885 -1.792 4.319 0.219 -0.167 0.883 -0.047
C 2.676 -0.931 4.046 -1.163 -0.132 0.049 -0.443
C 2.381 0.140 5.088 0.128 -0.034 -0.231 -0.203
O 2.361 -0.453 6.373 0.349 0.432 -0.243 -0.184
C 2.596 0.457 7.417 -0.542 0.453 0.235 -0.117
N 2.692 -0.365 2.696 0.450 0.116 0.227 0.045
H 3.953 -2.630 3.624 0.236 0.334 -0.381 0.068
H 3.838 -2.274 5.300 -0.363 0.164 0.050 0.074
H 4.794 -1.187 4.379 0.091 -0.082 -0.548 0.081
H 1.770 -1.556 4.110 0.222 -0.356 0.124 0.111
H 1.392 0.555 4.854 -0.011 0.179 0.051 0.121
H 3.107 0.963 5.027 0.150 -0.067 0.130 0.125
H 1.793 1.191 7.579 -0.438 -0.410 -0.174 0.088
H 3.451 1.126 7.257 0.484 -0.574 -0.079 0.081
H 2.680 -0.154 8.312 0.271 0.214 0.142 0.087
H 2.432 -1.144 2.095 0.445 0.063 -0.330 0.037
H 1.863 0.208 2.526 -0.056 -0.068 0.492 0.000
C -1.228 -3.558 -3.963 -1.084 -0.762 -0.295 -0.058
C -1.637 -2.430 -3.055 0.580 1.565 0.201 -0.456
C -3.139 -2.159 -3.007 0.995 -0.943 0.101 -0.223
O -3.559 -1.671 -4.274 -0.777 -0.043 0.863 -0.184
C -4.947 -1.374 -4.171 0.126 -0.135 -0.944 -0.115
N -1.114 -2.584 -1.697 -0.714 -0.280 -0.333 0.066
H -1.633 -3.416 -4.969 0.485 0.361 -0.123 0.075
H -1.736 -4.488 -3.674 0.223 0.018 0.444 0.080
H -0.158 -3.754 -3.964 0.063 0.202 -0.118 0.056
H -1.248 -1.471 -3.447 0.168 -0.205 -0.438 0.135
H -3.355 -1.443 -2.207 -0.021 0.115 -0.045 0.109
H -3.606 -3.114 -2.725 -0.462 0.115 -0.221 0.132
H -5.157 -0.623 -3.405 0.034 -0.062 0.129 0.077
H -5.525 -2.286 -3.992 -0.007 0.007 0.289 0.087
H -5.273 -0.997 -5.142 0.088 0.140 0.044 0.085
H -1.316 -1.709 -1.204 0.326 -0.491 0.215 0.026
H -0.104 -2.655 -1.742 0.016 0.013 0.140 0.052
C -5.737 -0.775 2.056 0.205 -0.066 0.971 -0.071
C -4.713 -0.533 0.970 0.150 1.174 0.297 -0.422
C -4.962 0.798 0.234 -0.141 -0.898 0.478 -0.208
O -6.259 0.790 -0.338 -0.096 0.144 -0.114 -0.195
C -6.656 2.040 -0.865 0.123 -0.518 0.186 -0.112
N -3.381 -0.449 1.571 0.489 -0.096 -0.404 0.061
H -5.549 -1.731 2.552 -0.284 -0.300 -0.504 0.074
H -6.762 -0.661 1.709 -0.017 -0.209 0.005 0.069
H -5.574 -0.108 2.913 -0.061 0.495 -0.372 0.071
H -4.772 -1.352 0.249 0.260 -0.018 -0.029 0.136
H -4.134 0.892 -0.478 -0.296 0.323 -0.308 0.103
H -4.883 1.606 0.973 0.026 0.115 -0.043 0.124
H -6.178 2.169 -1.839 -0.058 0.455 -0.019 0.068
H -6.406 2.846 -0.167 0.173 0.121 -0.168 0.087
H -7.740 2.035 -0.979 0.015 -0.112 -0.123 0.081
H -2.663 -0.347 0.847 -0.134 -0.709 0.058 0.031
H -3.229 0.452 2.028 -0.642 -0.020 0.311 0.035
C 2.122 -5.945 2.809 0.572 -0.516 -0.020 -0.064
C 2.072 -4.789 1.817 -0.604 0.777 0.751 -0.435
C 1.635 -5.239 0.430 0.241 0.598 0.602 -0.198
O 2.617 -6.146 -0.038 0.215 -0.110 -0.200 -0.175
C 2.680 -6.218 -1.435 -0.597 0.197 -0.784 -0.120
N 1.112 -3.806 2.349 -0.107 -0.228 -0.491 0.055
H 1.353 -6.692 2.603 -0.027 0.064 -0.140 0.078
H 1.969 -5.642 3.847 0.024 0.346 -0.089 0.068
H 3.095 -6.440 2.775 -0.094 -0.131 -0.096 0.072
H 3.045 -4.286 1.732 0.279 -0.471 -0.135 0.119
H 1.558 -4.350 -0.208 0.095 -0.044 -0.154 0.112
H 0.627 -5.662 0.511 0.074 -0.303 -0.196 0.134
H 1.687 -6.431 -1.853 0.027 -0.218 -0.020 0.091
H 3.380 -6.974 -1.787 -0.008 -0.229 0.466 0.087
H 2.995 -5.289 -1.927 0.112 0.216 0.390 0.059
H 1.429 -3.538 3.272 -0.077 0.117 0.024 0.043
H 1.063 -2.968 1.759 -0.162 -0.321 0.305 0.022
C 4.987 -3.021 -0.963 -0.574 -0.547 0.541 -0.049
C 4.096 -2.031 -1.700 0.628 0.153 -0.346 -0.436
C 3.150 -2.604 -2.753 0.162 0.659 -0.031 -0.208
O 3.898 -3.228 -3.781 -0.127 -0.368 0.280 -0.187
C 3.088 -3.753 -4.804 0.318 0.299 -0.285 -0.120
N 3.433 -1.162 -0.759 -0.039 0.389 0.430 0.060
H 4.423 -3.556 -0.189 -0.159 0.084 -0.022 0.063
H 5.763 -2.474 -0.427 0.120 -0.027 -0.149 0.073
H 5.411 -3.810 -1.584 0.130 0.293 -0.270 0.074
H 4.792 -1.410 -2.280 -0.081 0.094 -0.070 0.133
H 2.647 -1.723 -3.180 -0.294 -0.120 -0.018 0.123
H 2.382 -3.256 -2.320 0.067 -0.183 -0.029 0.105
H 2.349 -4.464 -4.425 0.009 -0.075 0.003 0.076
H 3.764 -4.228 -5.515 -0.098 -0.238 0.077 0.084
H 2.572 -2.959 -5.360 -0.166 0.056 0.180 0.086
H 2.745 -1.615 -0.160 0.253 -0.447 -0.009 0.041
H 2.841 -0.447 -1.172 0.248 -0.158 -0.426 0.022
C 1.874 1.739 -4.739 -0.138 -0.161 -0.115 -0.039
C 2.762 2.534 -3.797 0.763 -1.864 1.738 -0.427
C 3.283 3.886 -4.226 -0.839 0.519 0.068 -0.214
O 4.077 3.850 -5.390 -0.045 0.117 -0.164 -0.180
C 5.327 3.216 -5.208 -0.285 0.135 0.637 -0.108
N 2.164 2.586 -2.444 -0.222 1.382 0.250 0.046
H 1.513 0.883 -4.165 -0.192 0.066 0.030 0.071
H 2.364 1.280 -5.601 0.166 0.505 -0.143 0.075
H 1.009 2.329 -5.052 0.007 -0.046 -0.123 0.079
H 3.634 1.911 -3.551 0.184 -0.009 -0.622 0.124
H 3.793 4.404 -3.403 0.313 -0.407 0.097 0.121
H 2.424 4.538 -4.423 0.021 -0.049 -0.396 0.126
H 5.923 3.411 -6.094 -0.017 -0.210 -0.063 0.086
H 5.197 2.151 -5.000 0.184 -0.106 -0.377 0.079
H 5.843 3.626 -4.329 0.054 0.141 -0.078 0.088
H 1.311 3.125 -2.483 -0.327 0.446 -0.032 0.044
H 1.841 1.709 -2.043 0.296 -0.413 -0.518 0.011
C -3.208 1.682 -3.054 0.302 0.100 -1.074 -0.046
C -1.910 2.398 -2.720 0.590 -0.192 0.774 -0.400
C -1.973 3.911 -3.015 -0.261 -1.365 -0.549 -0.209
O -0.697 4.451 -2.847 1.047 0.281 0.837 -0.214
C -0.640 5.859 -2.786 -0.987 -0.176 -0.351 -0.104
N -1.573 2.181 -1.297 1.121 0.642 0.067 0.060
H -3.089 0.599 -2.986 -0.034 0.075 0.474 0.058
H -3.417 1.821 -4.122 -0.140 0.196 0.055 0.087
H -4.063 2.041 -2.486 0.090 -0.061 0.185 0.058
H -1.086 1.947 -3.288 -0.206 0.214 -0.578 0.131
H -2.744 4.322 -2.354 0.168 0.391 0.063 0.132
H -2.233 4.053 -4.073 -0.465 0.039 0.068 0.128
H -1.028 6.277 -3.724 0.271 0.141 -0.099 0.086
H 0.379 6.187 -2.605 0.058 -0.141 -0.019 0.088
H -1.310 6.240 -2.008 0.150 0.003 0.227 0.073
H -0.595 2.501 -1.152 -0.812 0.444 -0.197 0.059
H -1.349 1.200 -1.105 -0.905 -0.276 -0.191 0.026
```
Positions in Å, forces in eV/Å.

Properties
- HOMO-LUMO gap: 7.6 eV
- Charge: -1
- Multiplicity: 1
- E: -106603.9874 eV
- Energy relative to the best compared isomer or geometry (same formula, charge and spin): 0.0 kcal/mol

---

# 2
This record from the OMol25 dataset describes a 2-piece molecular cluster, C21H22BClF8O7 overall at a distorted geometry. The level of theory is wB97M-V/def2-TZVPD.

```
60
Properties=species:S:1:pos:R:3:forces:R:3:nbo_charge:R:1
C 1.525 -2.418 0.518 0.641 0.457 -0.778 -0.638
C 1.710 -1.376 -0.699 -0.201 -0.958 0.479 -0.069
O 1.120 -0.071 -0.384 0.729 -0.520 -1.585 -0.561
C 1.273 0.702 -1.599 1.122 0.716 -0.835 -0.114
C 1.115 2.272 -1.353 1.673 -0.290 -0.132 -0.101
O -0.161 2.687 -0.788 -1.667 -2.140 -0.994 -0.503
C -1.234 1.856 -1.194 -0.997 -0.598 -1.589 0.259
C -1.736 1.709 -2.513 0.485 -0.198 2.046 -0.140
Cl -0.999 2.612 -3.910 -1.035 -1.094 1.700 0.011
C -3.002 0.766 -2.874 -0.401 1.294 -1.329 0.527
O -3.664 1.098 -3.887 1.926 -1.900 3.277 -0.515
C -3.302 -0.438 -1.894 -0.195 -2.512 3.167 -0.094
C -4.043 -1.748 -2.244 0.613 0.585 2.845 -0.339
B -4.568 -2.033 -3.753 -0.244 -0.695 -1.809 1.188
O -3.634 -2.706 -4.654 -1.153 2.371 0.949 -0.926
O -5.866 -1.736 -4.279 2.373 0.654 2.045 -0.704
C -6.559 -0.710 -3.523 -1.800 1.220 0.609 -0.282
C -4.300 -2.884 -1.178 1.547 2.548 1.759 -0.178
C -3.835 -2.747 0.299 0.889 3.475 -3.531 -0.204
C -3.063 -1.417 0.661 -0.712 -0.616 -1.682 0.052
C -2.549 -1.320 2.189 -0.242 -0.371 -0.532 -0.655
C -2.793 -0.295 -0.401 -1.033 -2.028 -0.786 -0.115
C -1.980 1.026 -0.020 0.143 1.185 2.437 0.515
O -1.906 1.488 1.157 -0.250 -2.089 -4.412 -0.505
H 2.067 -3.380 0.207 -0.867 1.331 0.451 0.217
H 0.435 -2.666 0.754 1.548 0.532 -0.268 0.219
H 2.101 -1.989 1.414 -1.134 -0.643 -1.144 0.220
H 2.850 -1.307 -0.889 -1.726 0.261 0.246 0.178
H 1.210 -1.719 -1.676 0.724 0.100 1.439 0.175
H 2.369 0.540 -1.951 -1.607 0.579 0.402 0.192
H 0.629 0.313 -2.482 0.702 0.551 1.614 0.187
H 1.933 2.580 -0.596 -1.575 -0.474 -1.027 0.222
H 1.329 2.878 -2.315 -0.465 -1.255 1.366 0.203
H -3.340 -1.981 -5.265 -0.364 -1.171 0.367 0.501
H -6.891 -1.047 -2.472 0.678 0.212 -1.601 0.184
H -5.973 0.267 -3.396 -0.513 -1.594 -0.358 0.204
H -7.530 -0.418 -4.082 1.676 -0.710 0.727 0.199
H -4.866 -3.841 -1.478 1.035 1.802 0.330 0.238
H -4.006 -3.543 1.112 0.283 1.436 -1.599 0.244
H -2.767 -2.307 2.753 0.186 1.540 -1.141 0.215
H -1.417 -1.176 2.239 -1.595 0.093 -0.178 0.241
H -3.084 -0.479 2.743 0.885 -1.039 -0.854 0.250
F 5.496 2.711 2.180 -0.045 -0.155 -0.002 -0.317
C 6.201 1.576 2.018 0.702 0.388 -0.370 0.518
F 6.749 1.642 0.778 -0.085 -0.341 0.029 -0.324
C 5.338 0.321 2.151 -0.902 -0.308 -0.085 0.595
F 4.397 0.271 1.176 0.192 0.222 0.056 -0.314
F 6.148 -0.761 1.942 0.232 0.337 0.224 -0.327
C 4.656 0.109 3.518 -0.262 -0.625 0.557 -0.141
O 3.287 0.520 3.632 0.423 1.352 -0.446 -0.509
C 3.043 1.878 3.941 0.737 -1.424 0.803 0.846
F 4.198 2.480 4.283 -0.359 0.338 -0.079 -0.319
F 2.282 1.872 5.060 -0.194 0.206 -0.450 -0.317
C 2.294 2.609 2.822 -0.617 0.304 -0.603 0.497
F 2.987 2.583 1.661 0.071 -0.187 0.229 -0.322
F 2.109 3.914 3.136 0.167 -0.233 0.353 -0.319
H 7.021 1.569 2.744 -0.087 -0.150 0.066 0.143
H 4.617 -0.974 3.671 -0.080 0.141 -0.254 0.229
H 5.262 0.482 4.349 -0.019 0.221 -0.279 0.211
H 1.317 2.154 2.642 0.040 -0.133 0.163 0.170
```
Positions in Å, forces in eV/Å.

Properties
- HOMO-LUMO gap: 7.7 eV
- Multiplicity: 1
- E: -71399.1759 eV
- SMILES string: CCOCCOC1=C(Cl)C(=O)c2c(B(O)OC)ccc(C)c2C1=O.FC(F)C(F)(F)COC(F)(F)C(F)F

---

# 3
This record from the OMol25 dataset describes one molecule with the formula C23H25N3O2. The level of theory is wB97M-V/def2-TZVPD.

```
53
Properties=species:S:1:pos:R:3:forces:R:3:nbo_charge:R:1
C -1.981 -4.468 0.686 -0.073 0.159 0.059 -0.597
C -2.404 -3.018 0.480 0.149 -0.309 0.137 -0.498
C -1.486 -2.087 1.257 -0.322 -0.238 -0.336 0.700
O -0.952 -2.416 2.294 0.135 -0.153 0.235 -0.613
N -1.268 -0.862 0.701 0.239 0.400 -0.006 -0.480
C -1.939 -0.343 -0.419 -0.160 0.002 -0.452 0.194
C -3.321 -0.184 -0.396 0.110 0.101 -0.161 -0.206
C -3.998 0.341 -1.478 -0.085 -0.043 0.027 -0.229
C -3.288 0.735 -2.601 0.020 -0.033 -0.002 -0.194
C -1.916 0.612 -2.625 0.051 0.014 0.099 -0.223
C -1.213 0.090 -1.536 -0.822 -0.129 0.155 0.119
N 0.163 -0.019 -1.663 0.448 -0.044 -0.435 -0.572
C 1.180 -0.121 -0.751 0.209 -0.007 0.444 0.306
C 1.051 -0.092 0.598 -0.468 0.014 -0.021 -0.254
C 2.210 -0.186 1.484 0.420 -0.075 -0.223 0.577
O 2.120 -0.011 2.683 -0.021 0.005 0.024 -0.561
C 3.533 -0.525 0.831 0.041 0.116 0.097 -0.495
C 3.698 0.159 -0.526 0.078 -0.057 -0.111 -0.029
C 3.703 1.678 -0.351 -0.039 -0.189 0.003 -0.615
C 5.012 -0.278 -1.177 -0.281 0.039 0.109 -0.597
C 2.524 -0.277 -1.410 0.180 -0.018 0.160 -0.436
C -0.272 0.033 1.304 0.174 -0.057 0.286 -0.106
C -0.851 1.424 1.348 -0.014 0.234 0.204 -0.064
C -1.922 1.683 2.200 0.134 0.145 -0.110 -0.152
C -2.500 2.939 2.199 0.034 -0.105 0.003 -0.252
C -1.985 3.898 1.339 -0.184 0.053 0.142 0.032
N -0.964 3.670 0.534 0.076 0.502 -0.273 -0.416
C -0.415 2.468 0.543 0.106 -0.381 0.135 0.036
H -2.701 -5.144 0.231 -0.029 -0.066 -0.051 0.206
H -1.004 -4.645 0.242 0.085 -0.070 -0.017 0.205
H -1.913 -4.683 1.749 0.024 -0.073 0.029 0.229
H -2.399 -2.759 -0.580 -0.098 0.010 0.086 0.218
H -3.421 -2.884 0.858 -0.028 0.081 -0.082 0.224
H -3.858 -0.486 0.490 -0.024 -0.012 0.121 0.221
H -5.071 0.448 -1.444 -0.108 0.011 0.006 0.219
H -3.805 1.145 -3.455 -0.033 0.044 -0.085 0.219
H -1.364 0.928 -3.500 0.071 0.057 -0.080 0.207
H 0.476 0.127 -2.614 0.000 -0.064 0.220 0.398
H 3.563 -1.611 0.704 0.026 -0.072 -0.016 0.227
H 4.337 -0.245 1.514 -0.018 -0.011 0.021 0.233
H 3.797 2.176 -1.314 0.008 0.076 -0.103 0.207
H 2.790 2.020 0.131 -0.078 0.131 0.035 0.218
H 4.542 1.980 0.272 0.103 0.059 0.076 0.218
H 5.128 0.185 -2.155 0.043 0.054 -0.134 0.207
H 5.045 -1.358 -1.302 0.022 -0.136 -0.027 0.207
H 5.855 0.018 -0.558 0.121 0.038 0.065 0.216
H 2.650 -1.335 -1.668 -0.018 0.010 -0.066 0.229
H 2.546 0.291 -2.346 -0.023 -0.002 -0.046 0.208
H -0.116 -0.320 2.333 -0.043 0.136 -0.315 0.293
H -2.288 0.903 2.852 -0.045 -0.100 0.071 0.220
H -3.329 3.170 2.851 -0.069 0.044 0.049 0.219
H -2.404 4.895 1.293 -0.105 0.060 0.071 0.191
H 0.423 2.344 -0.131 0.084 -0.150 -0.018 0.189
```
Positions in Å, forces in eV/Å.

Properties
- HOMO-LUMO gap: 8.5 eV
- Multiplicity: 1
- E: -32823.3672 eV
- SMILES string: CCC(=O)N1c2ccccc2NC2=C(C(=O)CC(C)(C)C2)[C@H]1c1cccnc1
- Energy relative to the best compared isomer or geometry (same formula, charge and spin): 13.0 kcal/mol

---

- Among the records above, which one has the lowest E?
  C36H94KN8O14S

---

- Among the records above, which one has the lowest HOMO-LUMO gap?
  C36H94KN8O14S

---

- What is the formula in the second record?
  C21H22BClF8O7